Below is a cluster of 12 separate species, C48H132N12O12 in total at a distorted geometry, with properties calculated with ωB97M-V/def2-TZVPD.

XYZ file:
```
204
Properties=species:S:1:pos:R:3:forces:R:3:lowdin_charge:R:1
C -0.212793 -13.384961 32.988446 1.32 0.34 -0.57 -0.099
O 0.359782 -13.463887 31.685104 -0.08 -0.03 -1.00 -0.200
C -0.460371 -12.935689 30.637149 -0.42 -0.76 -0.11 -0.183
C 0.020626 -13.199912 29.157937 0.02 -3.23 1.36 -0.414
C 0.481334 -14.716150 28.917190 -1.37 1.03 0.57 -0.035
N 1.138279 -12.432371 28.810111 0.83 1.25 -0.52 0.039
H 0.694035 -13.458602 33.588733 -0.39 -0.23 0.57 0.089
H -0.921100 -14.182349 33.213312 -0.08 -0.05 -0.15 0.086
H -0.644014 -12.403496 33.185623 -0.27 0.10 -0.09 0.081
H -1.446202 -13.379477 30.775965 -0.44 0.03 -0.17 0.106
H -0.536332 -11.859327 30.791363 -0.11 0.28 -0.10 0.089
H -0.801161 -13.005791 28.468678 -0.24 0.16 0.19 0.095
H -0.342467 -15.411351 29.078914 -0.16 -0.03 -0.02 0.056
H 1.245539 -15.001756 29.640048 0.23 0.20 -0.21 0.071
H 0.806838 -14.815167 27.881649 0.22 0.04 0.15 0.062
H 0.910186 -11.482963 29.068359 0.61 0.42 -0.07 0.018
H 1.873629 -12.702913 29.447423 0.46 0.11 0.00 0.084
C 1.060455 -13.786926 24.312769 -1.04 0.27 0.67 -0.115
O 1.685431 -12.734521 23.624558 0.09 -0.25 -0.09 -0.205
C 2.032973 -13.079296 22.307734 -0.24 0.35 -0.22 -0.189
C 2.924851 -12.011289 21.686870 0.11 -0.17 0.85 -0.452
C 2.463054 -10.575836 21.628969 -1.64 0.49 0.34 -0.043
N 3.309835 -12.479241 20.395574 0.91 -0.25 -0.86 0.042
H 1.621739 -14.689610 24.554036 0.86 0.26 -0.14 0.097
H 0.176487 -14.171757 23.804236 -0.24 0.17 -0.41 0.087
H 0.707567 -13.320700 25.232664 0.09 -0.33 0.21 0.067
H 2.506047 -14.061165 22.322615 0.51 0.06 -0.23 0.130
H 1.153093 -13.199895 21.675781 -0.57 0.03 -0.05 0.121
H 3.800423 -11.985768 22.335591 0.40 -0.17 -0.09 0.128
H 2.163376 -10.231067 22.618629 0.57 0.46 0.10 0.060
H 1.567448 -10.373740 21.041483 -0.41 -0.72 -0.19 0.053
H 3.145461 -9.912283 21.097801 0.68 -0.09 0.64 0.086
H 3.870905 -11.721151 20.034217 0.38 -0.20 -0.57 0.072
H 2.520777 -12.534084 19.767500 -0.34 -0.05 -0.02 0.075
C -4.568553 -7.109683 28.040161 -0.44 0.80 0.08 -0.088
O -5.300823 -6.020260 27.472533 -0.56 -0.23 0.72 -0.235
C -6.486155 -5.636492 28.211942 -0.05 0.58 -0.89 -0.162
C -7.245631 -4.614174 27.326123 -0.21 -0.98 -0.36 -0.420
C -8.258816 -3.813992 28.146149 0.57 -0.22 0.72 -0.069
N -7.901240 -5.245571 26.169130 -0.49 0.22 1.27 0.055
H -5.204669 -7.954417 28.304485 -0.20 -0.13 -0.19 0.088
H -4.100218 -6.752694 28.957398 0.35 -0.14 0.10 0.079
H -3.831224 -7.410113 27.295722 0.07 -0.02 0.16 0.075
H -7.086486 -6.500798 28.495957 -0.10 -0.24 -0.27 0.128
H -6.234850 -5.101606 29.127822 0.42 -0.05 0.21 0.117
H -6.420730 -3.980901 26.999627 0.03 0.60 -0.03 0.127
H -8.945237 -4.419845 28.737641 -0.21 -0.48 -0.49 0.076
H -8.844460 -3.101686 27.564993 0.20 -0.01 -0.04 0.075
H -7.706152 -3.314524 28.941882 0.08 0.61 -0.17 0.069
H -8.385149 -4.566927 25.598714 0.17 -0.06 -0.08 0.070
H -7.332463 -5.886865 25.634970 -0.12 0.16 -0.21 0.003
C -5.210339 -10.431533 26.045486 -0.54 -1.32 -0.07 -0.089
O -6.442089 -9.784547 25.948463 -0.79 1.58 0.77 -0.238
C -7.594653 -10.543865 25.637239 0.39 -0.66 -0.92 -0.171
C -8.916439 -9.828647 25.918854 1.57 -0.14 0.96 -0.492
C -10.095463 -10.658826 25.524833 0.47 -0.68 0.22 -0.065
N -8.932020 -8.592917 25.229838 -0.40 1.52 -0.68 0.058
H -4.373963 -9.736606 26.120651 -0.32 0.23 -0.02 0.069
H -5.076520 -11.064788 25.168452 0.37 -0.14 -0.09 0.083
H -5.248388 -11.054432 26.939160 0.47 -0.23 0.13 0.079
H -7.552293 -10.713832 24.561401 -0.14 -0.21 -0.43 0.132
H -7.510515 -11.530039 26.093856 -0.26 -0.13 0.40 0.123
H -8.931597 -9.625544 26.989660 -0.11 -0.32 0.53 0.135
H -10.026392 -11.557341 26.138022 -0.59 -0.27 -0.05 0.075
H -9.980447 -10.931615 24.475808 -0.33 0.03 -0.07 0.084
H -11.021180 -10.111711 25.703190 0.02 -0.18 -0.09 0.083
H -9.455351 -7.950134 25.806942 -0.31 0.36 -0.28 0.074
H -8.030733 -8.142444 25.160155 0.30 -0.05 -0.07 0.023
C -4.734768 -14.230679 23.448674 -1.05 0.84 -1.44 -0.074
O -4.981958 -14.169069 21.995039 0.86 1.16 1.28 -0.209
C -4.563423 -12.879403 21.384954 -1.06 -2.15 0.71 -0.156
C -4.945942 -13.004306 19.921289 0.17 -0.35 -1.21 -0.410
C -4.074792 -14.105070 19.243952 0.07 0.42 0.12 -0.052
N -4.767650 -11.776039 19.144639 0.92 0.49 -0.39 0.038
H -3.691831 -14.320673 23.752449 0.11 -0.50 -0.38 0.073
H -5.413261 -14.995090 23.827379 0.47 -0.30 -0.03 0.081
H -5.061368 -13.298574 23.909788 -0.13 0.28 -0.01 0.059
H -5.100903 -12.061692 21.865132 0.00 0.14 0.13 0.118
H -3.489218 -12.786270 21.544662 0.19 0.29 -0.20 0.116
H -5.978911 -13.310864 19.756687 -0.17 0.04 0.72 0.136
H -3.071832 -13.685795 19.164200 0.28 -0.17 0.02 0.065
H -4.371861 -14.379950 18.231884 -0.32 0.43 -0.02 0.072
H -4.037677 -15.046243 19.792511 -0.04 0.26 0.35 0.071
H -5.250930 -10.918219 19.369764 -1.26 -0.50 0.58 0.065
H -3.834564 -11.422074 19.300038 0.65 -0.58 -0.22 0.017
C -0.835241 -5.832878 29.396630 0.03 -1.37 0.70 -0.100
O -0.034837 -7.007328 29.183519 1.14 -0.16 0.77 -0.216
C 1.033585 -7.174678 30.220794 -1.07 0.68 -1.42 -0.149
C 1.864082 -8.430975 30.004402 -2.15 -1.98 -0.11 -0.392
C 2.578714 -8.486715 28.690087 1.31 0.59 -0.39 -0.069
N 0.970495 -9.637171 29.987676 -0.05 0.45 -0.01 0.032
H -1.764488 -5.943274 28.837692 0.48 0.25 -0.80 0.069
H -0.267997 -4.916928 29.231248 -0.22 0.06 -0.19 0.090
H -1.245744 -5.866447 30.405823 0.38 0.32 0.56 0.078
H 1.709031 -6.322973 30.140420 -0.10 0.36 0.28 0.119
H 0.492079 -7.195091 31.166552 0.32 0.03 0.31 0.117
H 2.519812 -8.617038 30.854994 0.26 0.57 -0.03 0.141
H 1.988139 -8.697682 27.798560 -0.52 0.49 0.24 0.072
H 3.346519 -9.255611 28.604211 0.05 -0.11 0.58 0.086
H 3.091720 -7.528723 28.605291 0.12 0.08 -0.60 0.080
H 0.274557 -9.598924 30.718634 0.06 0.07 0.62 0.068
H 0.393668 -9.496964 29.170548 -0.19 -0.03 -0.46 0.044
C -3.021907 -16.320999 27.473687 1.39 -0.79 -1.95 -0.084
O -3.257850 -17.219734 26.359450 -0.73 0.43 0.82 -0.217
C -4.620706 -17.578245 26.132670 0.63 -0.29 1.12 -0.188
C -5.110314 -18.863036 26.932343 1.02 -0.09 -2.60 -0.389
C -4.178148 -20.074261 26.597080 0.45 0.61 0.47 -0.069
N -6.490578 -19.134448 26.491791 0.28 -0.04 0.94 0.019
H -2.839513 -16.921933 28.364603 -0.37 0.52 0.34 0.092
H -3.674619 -15.449865 27.530233 -0.72 -0.58 0.38 0.054
H -2.092624 -15.896449 27.093845 0.47 0.15 0.81 0.068
H -5.239415 -16.730628 26.427357 -0.36 0.00 -0.11 0.103
H -4.611466 -17.668842 25.046482 -0.75 -0.61 0.00 0.124
H -5.120291 -18.685484 28.007740 0.09 0.20 -0.05 0.131
H -4.486305 -21.031700 27.017149 -0.26 0.17 0.42 0.067
H -3.173494 -19.849313 26.955070 0.09 -0.10 0.17 0.066
H -4.034286 -20.294554 25.539313 -0.40 0.50 -0.30 0.074
H -6.451115 -19.651273 25.624934 0.03 0.09 -0.38 0.064
H -6.750893 -19.839659 27.166332 -0.84 -0.19 0.03 0.060
C -3.189187 -10.864975 29.564251 -0.46 -0.84 -0.07 -0.083
O -4.472003 -11.455210 29.345985 -0.05 0.00 0.47 -0.203
C -4.476038 -12.856543 29.591338 -1.32 -0.67 -0.58 -0.188
C -5.847805 -13.463624 29.016579 0.25 1.87 1.85 -0.387
C -7.044705 -12.764649 29.729068 0.16 0.56 -0.68 -0.065
N -5.934270 -14.869603 29.346374 0.17 -1.05 -0.08 0.032
H -2.861171 -11.059683 30.585331 0.19 -0.09 0.10 0.083
H -3.190660 -9.784967 29.417012 -0.41 -0.10 -0.23 0.088
H -2.531735 -11.347555 28.841073 0.59 0.24 0.17 0.052
H -3.593042 -13.337601 29.170628 0.05 -0.09 -0.71 0.093
H -4.403097 -13.171366 30.632331 -0.20 0.60 0.61 0.119
H -5.839273 -13.162729 27.968970 -0.22 -0.72 -0.24 0.120
H -6.986789 -11.676771 29.693312 0.10 0.03 0.00 0.070
H -7.150594 -13.062465 30.772231 0.39 -0.06 0.13 0.074
H -7.991050 -13.039736 29.263399 0.02 -0.13 -0.25 0.073
H -6.416264 -14.940517 30.231104 0.56 0.27 0.77 0.061
H -6.630897 -15.401440 28.844414 0.17 0.19 -1.24 0.075
C -0.959855 -10.956577 20.269271 0.14 -0.26 0.10 -0.113
O -2.185042 -10.610513 19.733535 -1.26 -0.25 -0.59 -0.242
C -2.426327 -9.241085 19.542742 0.83 0.76 -1.37 -0.175
C -2.351872 -8.803046 18.008794 -1.28 0.84 1.51 -0.366
C -2.236747 -7.260166 17.896879 0.73 0.02 -0.39 -0.074
N -3.574407 -9.267284 17.303224 1.09 -0.32 -0.11 0.037
H -0.999615 -12.039239 20.389104 0.30 -0.03 0.10 0.091
H -0.837890 -10.480017 21.241955 0.34 0.04 0.20 0.077
H -0.151185 -10.686677 19.590084 0.31 0.02 0.04 0.088
H -3.437791 -9.009258 19.876340 -0.03 0.05 0.24 0.125
H -1.693268 -8.703483 20.144159 -0.09 0.40 0.03 0.100
H -1.471625 -9.235280 17.532947 -0.09 -0.21 0.02 0.132
H -1.970874 -6.966312 16.881470 -0.47 -0.28 -0.33 0.068
H -1.382953 -6.833808 18.423509 0.05 -0.36 0.61 0.066
H -3.101160 -6.661641 18.184379 -0.25 -0.43 0.11 0.075
H -3.536793 -10.276494 17.316284 -0.03 -0.39 -0.33 0.048
H -4.415636 -9.089440 17.833145 -0.05 0.56 0.24 0.058
C -1.937277 -7.836230 22.959589 0.40 -1.38 0.16 -0.146
O -3.155513 -7.218479 22.841131 -2.06 1.20 1.47 -0.158
C -3.936816 -7.407382 24.059760 -0.20 0.93 -1.08 -0.184
C -5.279642 -6.768093 23.918554 -2.27 1.09 -0.95 -0.374
C -5.330132 -5.190969 23.810066 1.32 -0.87 0.16 -0.031
N -6.157223 -7.228834 25.022394 0.96 1.06 -1.10 0.039
H -1.255753 -7.585315 22.146773 -0.01 0.49 0.20 0.087
H -2.152640 -8.898032 22.840013 0.54 -0.56 0.24 0.065
H -1.539037 -7.666650 23.959961 0.65 -0.02 -0.16 0.076
H -4.186968 -8.444656 24.282441 0.67 -0.45 -0.35 0.114
H -3.558035 -6.948147 24.972849 1.20 0.00 -0.02 0.122
H -5.680634 -7.113250 22.965567 -0.28 -0.26 -0.06 0.135
H -6.284855 -4.665104 23.801806 -0.28 -0.74 0.03 0.066
H -4.801407 -4.896268 22.903586 0.05 -0.04 -0.06 0.069
H -4.754746 -4.769099 24.634127 0.06 0.10 0.24 0.070
H -5.815176 -6.705225 25.815447 0.03 -0.24 0.56 0.035
H -6.041992 -8.209905 25.232936 -0.04 -0.15 -0.08 0.038
C 3.633961 -10.951155 25.432744 0.11 0.56 0.03 -0.080
O 3.284534 -9.578821 25.570154 0.19 0.82 -0.38 -0.231
C 4.209015 -8.567775 25.110616 -0.17 -0.62 0.19 -0.158
C 3.499919 -7.196569 25.204488 -1.97 -0.55 0.37 -0.441
C 2.297564 -7.104162 24.206816 1.30 -0.60 0.37 -0.035
N 4.314230 -6.061176 24.963864 1.78 0.68 -0.77 0.022
H 4.341563 -11.299403 26.185162 0.01 0.19 0.43 0.086
H 4.124896 -11.159849 24.482193 -0.32 0.02 -0.36 0.076
H 2.685059 -11.476634 25.540237 0.32 -0.22 -0.16 0.073
H 5.149977 -8.705528 25.643254 0.06 0.65 0.89 0.117
H 4.584431 -8.759544 24.105435 -0.67 -0.06 -0.69 0.117
H 3.079445 -7.050647 26.199475 -0.17 -0.85 0.40 0.110
H 2.738564 -7.409476 23.257927 -0.41 -0.12 -0.31 0.073
H 1.982512 -6.068002 24.083446 -0.16 -0.06 0.26 0.072
H 1.482262 -7.762181 24.507479 -0.01 0.17 -0.25 0.048
H 3.826088 -5.219214 25.233875 -0.01 0.03 -0.07 0.077
H 5.170695 -6.095963 25.498060 0.14 0.07 0.10 0.072
C -2.512772 -13.120255 26.172851 -0.49 0.92 -0.96 -0.052
O -2.777216 -12.202320 25.074935 -0.30 -0.46 0.52 -0.196
C -1.670307 -11.596624 24.469564 1.75 0.55 0.21 -0.196
C -0.712091 -10.880273 25.453351 -0.27 2.50 -0.61 -0.353
C -1.451958 -9.849181 26.345082 -0.68 -1.52 0.96 -0.033
N 0.279277 -10.033950 24.690961 -0.99 -1.26 -0.04 0.080
H -1.607707 -13.697101 25.982601 -0.02 -0.11 0.14 0.090
H -3.392902 -13.755624 26.271740 0.11 -0.16 -0.43 0.074
H -2.478222 -12.589202 27.124108 0.45 0.19 -0.01 0.051
H -1.062373 -12.268137 23.863280 0.10 -0.85 0.24 0.100
H -1.925942 -10.886070 23.683532 -0.96 0.33 0.44 0.105
H -0.177962 -11.591578 26.083325 -0.19 -0.19 0.26 0.105
H -1.951373 -8.979797 25.917472 0.73 0.05 -0.66 0.063
H -0.821559 -9.575295 27.191060 0.21 0.44 -0.16 0.065
H -2.294168 -10.349920 26.822629 -0.12 -0.30 0.17 0.035
H 0.963043 -9.681379 25.345385 0.20 0.10 0.17 0.041
H 0.789849 -10.676849 24.102667 0.36 -0.09 -0.25 0.028
```
Forces are in eV/Å.

Summary:
maximum force	3.51	eV/A
2S+1	1
energy	-3467.5983	Ha
orbital gap	8.8160	eV
SMILES string	COC[C@H](C)N.COC[C@H](C)N.COC[C@H](C)N.COC[C@H](C)N.COC[C@H](C)N.COC[C@H](C)N.COC[C@H](C)N.COC[C@H](C)N.COC[C@H](C)N.COC[C@H](C)N.COC[C@H](C)N.COC[C@H](C)N
HOMO energy	-0.3100	hartree
relative energy (zero: lowest compared OMol25 entry of this formula, charge and spin)	118.1	kcal per mole